DFT (ωB97M-V with the def2-TZVPD basis set) results for C19H39NO2P2Ru as an isolated structure.

```
64
Properties=species:S:1:pos:R:3
Ru 0.36 -0.08 -0.03
P 1.84 1.40 -0.64
P -1.13 1.32 0.74
N -0.24 -0.45 -1.70
H -0.66 -3.21 3.74
C 3.23 0.36 -1.18
H 3.50 0.62 -2.21
H 2.91 -0.69 -1.13
H 4.09 0.52 -0.52
C 2.54 2.47 0.65
H 3.63 2.36 0.64
H 2.16 2.17 1.64
H 2.27 3.51 0.46
C 1.51 2.48 -2.07
H 2.42 2.52 -2.68
H 1.24 3.48 -1.73
H 0.69 2.05 -2.66
C -2.72 0.47 0.96
H -3.53 1.20 1.10
H -2.65 -0.19 1.83
H -2.92 -0.13 0.06
C -0.77 2.01 2.38
H -1.71 2.27 2.88
H -0.14 2.90 2.27
H -0.22 1.27 3.00
C -1.54 2.76 -0.29
H -2.48 3.21 0.08
H -1.68 2.45 -1.33
H -0.74 3.51 -0.24
C -0.99 -0.75 -2.75
C -2.05 -2.44 -4.15
C -1.26 -2.12 -3.06
C -1.56 0.27 -3.58
C -2.35 -0.08 -4.66
C -2.60 -1.42 -4.95
H -2.25 -3.49 -4.38
H -0.81 -2.87 -2.41
H -1.33 1.31 -3.32
H -2.78 0.71 -5.28
H -3.22 -1.68 -5.81
C 0.23 -2.13 2.45
O -0.45 -1.38 1.46
C 0.36 -3.56 1.89
H 0.83 -4.23 2.62
H 0.99 -3.55 0.99
H -0.62 -3.94 1.61
C 1.62 -1.52 2.61
H 2.29 -2.20 3.16
H 1.56 -0.56 3.15
H 2.05 -1.31 1.62
C -2.63 -1.49 4.74
C -0.53 -2.13 3.78
C 1.30 1.17 4.54
C 0.24 -1.83 5.04
O -1.72 -1.41 3.64
H -2.27 -0.88 5.58
H -2.77 -2.53 5.08
H -3.57 -1.09 4.37
H 2.09 0.64 5.09
H 1.65 1.98 3.89
H 0.40 1.40 5.12
H -0.37 -2.10 5.91
H 1.15 -2.44 5.07
H 0.52 -0.77 5.10
```

Properties
- HOMO (alpha / beta): -5.7 / -7.2 eV
- E_LUMO (alpha / beta): 0.60 / -0.39 eV
- <S²>: 6.0702
- 2S+1: 5
- DFT total energy: -1729.96587 Eh



DFT (ωB97M-V with the def2-TZVPD basis set) results for a 2-piece molecular cluster, C19H39NO3 overall.

```
62
Properties=species:S:1:pos:R:3
C 1.02 5.84 1.97
C 0.19 5.16 0.88
O 0.43 5.79 -0.37
C 0.49 4.91 -1.47
C -0.87 4.31 -1.85
C -1.18 2.92 -1.27
C -1.57 1.89 -2.33
C -2.14 0.60 -1.72
C -1.48 -0.72 -2.15
C 0.05 -0.62 -2.22
C 0.79 -1.95 -2.10
C 2.29 -1.68 -2.04
C 0.49 -2.84 -3.32
N 0.38 -2.68 -0.86
O 1.32 -3.11 -0.12
C -0.89 -2.32 -0.17
C -0.63 -1.25 0.91
C -1.42 -3.58 0.54
C -1.91 -1.87 -1.21
H 1.85 5.21 2.30
H 0.42 6.08 2.84
H 1.43 6.76 1.57
H -0.88 5.22 1.12
H 0.44 4.10 0.81
H 1.20 4.10 -1.25
H 0.89 5.50 -2.29
H -0.92 4.26 -2.95
H -1.63 5.03 -1.55
H -0.31 2.54 -0.73
H -1.99 2.98 -0.54
H -0.70 1.68 -2.95
H -2.31 2.35 -3.00
H -2.10 0.66 -0.63
H -3.20 0.53 -1.98
H -1.84 -0.97 -3.15
H 0.33 -0.20 -3.19
H 0.42 0.08 -1.46
H 2.86 -2.60 -2.04
H 2.54 -1.11 -1.14
H 2.56 -1.09 -2.92
H -0.50 -2.64 -3.75
H 1.24 -2.69 -4.10
H 0.52 -3.89 -3.03
H -0.28 -1.72 1.84
H -1.56 -0.73 1.13
H 0.12 -0.53 0.59
H -1.99 -3.30 1.42
H -0.58 -4.18 0.88
H -2.05 -4.18 -0.13
H -2.23 -2.73 -1.81
H -2.80 -1.56 -0.65
C 2.06 -3.30 3.48
C 1.02 -2.44 4.25
C 1.13 -2.79 5.75
O -0.23 -2.60 3.78
H 1.79 -4.36 3.59
H 2.03 -3.06 2.42
H 3.08 -3.16 3.85
H 1.41 -1.38 4.17
H 0.85 -3.84 5.90
H 0.44 -2.16 6.32
H 2.14 -2.64 6.15
```

Properties
- HOMO (alpha / beta): -2.6 / -2.6 eV
- Total charge: -1
- E_LUMO (alpha / beta): 2.53 / 2.53 eV
- <S²>: 0.7541
- 2S+1: 2
- DFT total energy: -1027.73172 Eh



DFT (ωB97M-V with the def2-TZVPD basis set) results for C19H40BCl2F2LiMgN4O17S as an isolated structure.

```
88
Properties=species:S:1:pos:R:3
B 1.81 -0.26 -2.93
C 3.25 0.24 -3.25
C 3.08 1.77 -3.41
F 4.15 2.49 -2.98
H 1.11 -0.81 -3.73
H 1.38 -0.02 -1.85
H 3.91 -0.02 -2.43
H 3.66 -0.21 -4.17
H 2.93 1.97 -4.47
H 2.20 2.09 -2.86
O 6.05 -1.08 -3.98
S 6.81 -0.61 -5.19
O 5.83 0.16 -6.04
O 7.23 -1.83 -5.93
O 8.03 0.17 -4.90
Mg 4.56 -1.27 -5.39
C 0.20 -3.58 2.73
C 1.03 -2.43 2.20
C 0.60 -1.93 0.83
O 1.01 -2.82 -0.21
C 0.08 -3.83 -0.59
N 2.45 -2.89 2.10
H 0.42 -4.52 2.21
H 0.40 -3.74 3.79
H -0.86 -3.37 2.62
H 1.02 -1.61 2.93
H 1.12 -1.00 0.61
H -0.47 -1.72 0.79
H -0.95 -3.56 -0.35
H 0.34 -4.78 -0.10
H 0.17 -3.98 -1.66
H 2.76 -3.42 2.94
H 3.09 -2.11 1.96
H 2.53 -3.48 1.27
O -0.53 0.54 3.64
Cl 0.09 1.63 2.93
O 0.65 1.11 1.69
O 1.12 2.21 3.72
O -0.91 2.63 2.60
Li 9.04 -1.25 -6.56
N 3.13 -2.52 5.60
O 3.76 -3.46 5.02
O 3.07 -2.46 6.82
O 2.56 -1.68 4.87
C -2.50 7.54 -0.07
C -1.57 7.11 -1.20
N -1.56 5.65 -1.36
C -2.40 4.92 -2.17
C -2.06 3.62 -2.01
N -1.02 3.58 -1.12
C -0.73 4.82 -0.74
C -0.32 2.39 -0.63
H -2.19 7.09 0.88
H -2.48 8.62 0.04
H -3.52 7.22 -0.27
H -0.55 7.43 -1.00
H -1.87 7.55 -2.14
H -3.15 5.42 -2.76
H -2.44 2.71 -2.44
H 0.03 5.09 -0.03
H -0.43 2.32 0.45
H 0.74 2.46 -0.89
H -0.74 1.50 -1.09
O -5.53 -0.21 3.08
C -5.29 0.61 3.92
O -4.25 1.43 3.76
C -4.00 2.57 4.60
C -3.21 2.18 5.83
C -6.09 0.67 5.21
H -4.93 3.08 4.84
H -3.41 3.25 4.00
H -3.76 1.48 6.46
H -2.98 3.06 6.43
H -2.28 1.69 5.55
H -5.66 -0.04 5.92
H -7.11 0.38 4.99
H -6.13 1.66 5.66
C -1.28 -7.09 -4.62
C -2.00 -7.10 -3.29
O -1.83 -5.77 -2.84
C -1.71 -4.99 -3.95
O -1.80 -3.81 -3.95
O -1.46 -5.74 -5.05
F -1.43 -7.96 -2.41
H -0.21 -7.29 -4.50
H -1.69 -7.79 -5.34
H -3.07 -7.32 -3.36
Cl 6.94 1.26 -3.24
```

Properties
- HOMO: -5.9 eV
- E_LUMO: -2.59 eV
- DFT total energy: -3996.31444 Eh